11
Properties=species:S:1:pos:R:3:lowdin_spin:R:1 method="wB97M-V/def2-TZVPD" total_energy_ha=-173.1337 e_homo_ev="1.49 / -3.85" s_squared=0.75 charge=-1 multiplicity=2
C -0.91 1.26 -1.13 0.134
C -0.06 0.90 -0.11 0.104
N -0.16 -0.21 0.67 0.061
C 0.84 -1.28 0.58 0.360
H -1.00 2.29 -1.45 0.015
H -1.56 0.43 -1.39 0.032
H 0.79 1.57 0.20 0.013
H -1.10 -0.43 1.08 0.106
H 0.30 -2.17 0.81 0.106
H 1.72 -1.30 1.19 0.043
H 1.15 -1.06 -0.45 0.025